Record 1
The following is a quantum chemistry calculation of a cluster of 13 separate species, C53H90BF13O18S in total in a non-equilibrium geometry, from the OMol25 dataset.

Values from the calculation:
**E_tot**: -5148.970588 hartree
**Energy relative to the best compared isomer or geometry (same formula, charge and spin)**: 3.026 eV
**HOMO level**: -0.3240 Eh
**E_LUMO**: -1.02 eV

```
! RIJCOSX wB97M-V def2-TZVPD def2/J DEFGRID3
* xyz 0 1
C -1.735 1.634 1.701
C -1.141 0.292 1.085
O -0.317 0.668 -0.043
C 0.194 -0.563 -0.630
C -0.579 -0.989 -1.942
O 0.078 -0.646 -3.186
C 0.691 0.610 -3.134
C 2.050 0.680 -3.375
C 2.959 -0.559 -3.701
C 3.062 -1.636 -2.553
C 4.059 -1.236 -1.387
F 3.831 0.088 -1.017
F 3.667 -2.022 -0.279
C 5.557 -1.558 -1.774
F 5.837 -1.419 -3.125
F 5.737 -2.926 -1.503
C 6.648 -0.816 -0.841
F 7.714 -1.718 -0.759
F 6.085 -0.736 0.414
C 7.123 0.545 -1.477
F 8.038 0.210 -2.474
F 6.125 1.237 -2.140
S 7.983 1.764 -0.333
F 9.368 1.679 -1.234
F 8.560 0.600 0.656
F 6.632 2.021 0.557
F 7.494 3.019 -1.313
F 8.742 2.874 0.611
C 2.804 2.061 -3.290
O 3.884 2.268 -3.856
C 2.196 3.209 -2.416
C 3.145 4.354 -1.878
B 3.522 4.222 -0.321
O 4.733 4.882 0.098
O 2.751 3.536 0.659
C 0.804 3.127 -2.195
C -0.049 1.954 -2.814
O -1.245 2.158 -3.007
H -2.431 1.348 2.550
H -0.891 2.232 2.135
H -2.273 2.258 0.933
H -1.987 -0.369 0.742
H -0.507 -0.168 1.905
H 1.311 -0.519 -0.732
H -0.020 -1.374 0.138
H -0.640 -2.124 -1.923
H -1.647 -0.627 -1.868
H 2.473 -1.083 -4.586
H 3.941 -0.166 -4.079
H 3.514 -2.567 -3.027
H 2.048 -1.938 -2.185
H 2.721 5.373 -2.134
H 4.122 4.288 -2.456
H 5.170 4.386 0.814
H 3.372 3.329 1.389
H 0.324 3.939 -1.596
C 0.609 2.082 6.230
C 0.281 1.187 5.065
O -0.277 1.617 4.074
C 0.673 -0.262 5.177
H 0.270 3.096 6.014
H 0.097 1.724 7.125
H 1.688 2.100 6.394
H 0.165 -0.718 6.029
H 1.755 -0.347 5.295
H 0.377 -0.788 4.268
C -3.509 0.821 8.412
C -2.258 0.152 8.919
O -1.310 -0.052 8.187
C -2.229 -0.252 10.369
H -3.389 1.057 7.353
H -4.362 0.150 8.528
H -3.683 1.749 8.960
H -3.025 -0.971 10.571
H -2.347 0.628 11.003
H -1.270 -0.721 10.594
C -5.635 -3.230 -2.105
C -4.857 -2.103 -1.483
O -4.050 -2.308 -0.591
C -5.114 -0.715 -2.003
H -5.348 -4.170 -1.633
H -6.705 -3.072 -1.951
H -5.412 -3.291 -3.172
H -6.157 -0.446 -1.847
H -4.868 -0.664 -3.065
H -4.484 -0.004 -1.463
C -1.427 7.334 -2.193
C 0.022 7.271 -1.788
O 0.701 6.292 -2.024
C 0.596 8.470 -1.079
H -1.703 6.404 -2.692
H -2.055 7.457 -1.308
H -1.584 8.164 -2.884
H 0.057 8.643 -0.146
H 0.528 9.350 -1.721
H 1.646 8.285 -0.848
C 0.495 -3.520 10.512
C -0.096 -3.744 11.880
O -1.202 -3.332 12.166
C 0.740 -4.499 12.880
H -0.215 -2.964 9.897
H 1.416 -2.939 10.595
H 0.697 -4.479 10.033
H 1.672 -3.961 13.067
H 0.954 -5.502 12.505
H 0.191 -4.586 13.819
C 10.581 0.533 -4.165
C 11.839 0.301 -4.961
O 12.451 1.224 -5.457
C 12.306 -1.123 -5.115
H 10.363 1.602 -4.135
H 9.742 0.018 -4.637
H 10.717 0.176 -3.143
H 11.543 -1.712 -5.629
H 12.517 -1.555 -4.135
H 13.221 -1.141 -5.710
C 6.794 -8.035 -2.448
C 5.552 -7.209 -2.661
O 4.549 -7.690 -3.147
C 5.604 -5.762 -2.245
H 6.613 -9.054 -2.792
H 7.623 -7.614 -3.020
H 7.046 -8.062 -1.386
H 6.381 -5.241 -2.808
H 5.803 -5.689 -1.174
H 4.644 -5.290 -2.455
C -3.104 -6.068 -0.580
C -3.430 -6.925 -1.776
O -4.007 -6.470 -2.742
C -3.008 -8.371 -1.726
H -3.464 -5.052 -0.751
H -3.597 -6.468 0.309
H -2.024 -6.036 -0.428
H -3.496 -8.872 -0.887
H -1.923 -8.440 -1.624
H -3.306 -8.867 -2.651
C 7.696 5.787 -4.060
C 7.416 4.919 -5.260
O 6.804 5.343 -6.217
C 7.929 3.503 -5.222
H 7.270 6.778 -4.224
H 7.236 5.350 -3.170
H 8.773 5.887 -3.916
H 7.480 2.967 -4.383
H 9.017 3.504 -5.130
H 7.657 2.995 -6.148
C -9.686 1.955 -2.930
C -8.244 1.882 -2.506
O -7.564 0.899 -2.729
C -7.672 3.080 -1.792
H -9.961 1.026 -3.432
H -10.323 2.083 -2.059
H -9.828 2.784 -3.626
H -8.224 3.259 -0.866
H -7.726 3.959 -2.437
H -6.627 2.890 -1.545
C -8.074 -3.227 0.882
C -8.911 -3.940 -0.149
O -8.725 -3.776 -1.337
C -9.987 -4.867 0.354
H -7.341 -2.594 0.379
H -8.711 -2.596 1.505
H -7.545 -3.954 1.500
H -10.708 -4.308 0.954
H -9.542 -5.666 0.948
H -10.508 -5.310 -0.496
C -13.688 2.506 -0.226
C -13.345 3.121 -1.557
O -12.336 2.808 -2.157
C -14.303 4.141 -2.116
H -12.913 1.791 0.053
H -13.742 3.282 0.540
H -14.642 1.979 -0.294
H -14.383 4.989 -1.433
H -15.283 3.686 -2.268
H -13.930 4.498 -3.077
*
```

---

Record 2
The following is a quantum chemistry calculation of a cluster of 7 separate species, C54H111F6N4O6 in total in a non-equilibrium geometry, from the OMol25 dataset.

Values from the calculation:
**E_tot**: -3392.938256 hartree
**HOMO level (spin up / spin down)**: -0.3512 / -0.3512 Eh
**E_LUMO (spin up / spin down)**: -3.97 / -4.60 eV
**<S²>**: 0.754

```
! RIJCOSX wB97M-V def2-TZVPD def2/J DEFGRID3
* xyz 2 2
C 0.587 1.506 -0.207
C 0.240 0.159 0.650
O 1.090 -0.208 1.473
O -0.714 -0.560 0.240
H 0.231 2.375 0.346
H 0.211 1.334 -1.216
H 1.677 1.514 -0.189
C -7.006 2.206 1.158
C -7.477 2.783 -0.168
C -6.430 2.862 -1.223
C -5.788 1.479 -1.649
N -4.887 1.554 -2.964
C -3.457 2.171 -2.801
C -2.557 1.067 -2.235
C -3.367 -0.284 -2.369
C -4.440 0.119 -3.340
C -5.600 2.192 -4.148
C -6.848 1.508 -4.523
C -7.872 2.300 -5.353
H -6.105 2.732 1.474
H -6.907 1.130 1.013
H -7.785 2.303 1.914
H -7.908 3.742 0.120
H -8.312 2.255 -0.628
H -5.586 3.394 -0.784
H -6.741 3.399 -2.119
H -6.583 0.739 -1.738
H -5.168 0.925 -0.945
H -2.987 2.495 -3.729
H -3.566 3.025 -2.133
H -1.658 1.102 -2.850
H -2.394 1.195 -1.164
H -2.753 -1.125 -2.694
H -3.843 -0.670 -1.467
H -4.112 0.107 -4.380
H -5.291 -0.558 -3.270
H -4.935 2.301 -5.005
H -5.563 3.226 -3.805
H -7.440 1.336 -3.624
H -6.656 0.536 -4.978
H -7.990 1.979 -6.388
H -7.615 3.356 -5.431
H -8.918 2.336 -5.050
C -3.200 3.603 2.684
C -1.860 2.793 2.604
C -1.305 2.433 4.023
C -0.181 1.362 4.026
N 0.332 1.092 5.480
C 1.465 0.080 5.347
C 1.522 -0.558 6.764
C 0.087 -0.621 7.294
C -0.674 0.320 6.449
C 0.669 2.363 6.318
C 1.772 3.123 5.635
C 1.830 4.519 6.128
H -3.135 4.445 3.373
H -4.013 2.943 2.986
H -3.336 3.958 1.662
H -1.099 3.422 2.141
H -1.991 1.927 1.955
H -2.192 2.106 4.566
H -0.952 3.381 4.428
H 0.718 1.640 3.474
H -0.468 0.403 3.595
H 2.341 0.507 4.860
H 1.115 -0.749 4.731
H 2.158 0.099 7.357
H 1.937 -1.566 6.780
H 0.069 -0.323 8.342
H -0.419 -1.577 7.157
H -1.289 0.967 7.075
H -1.371 -0.134 5.744
H 0.896 2.036 7.333
H -0.300 2.861 6.357
H 1.658 3.180 4.553
H 2.671 2.507 5.675
H 0.849 4.974 5.991
H 2.611 4.988 5.529
H 2.182 4.698 7.144
C -0.814 -8.370 -1.753
C 0.438 -7.620 -1.401
C 0.231 -6.185 -0.926
C -0.935 -6.009 0.118
N -1.382 -4.576 0.466
C -1.841 -3.861 -0.824
C -3.251 -3.363 -0.482
C -3.878 -4.325 0.523
C -2.583 -4.663 1.373
C -0.222 -3.799 1.168
C 0.334 -4.531 2.327
C 1.349 -3.633 3.084
H -1.503 -8.544 -0.926
H -0.771 -9.282 -2.348
H -1.432 -7.660 -2.302
H 1.056 -7.551 -2.296
H 1.042 -8.157 -0.669
H 0.181 -5.486 -1.761
H 1.089 -5.788 -0.383
H -0.753 -6.496 1.076
H -1.923 -6.363 -0.177
H -1.146 -3.110 -1.199
H -1.973 -4.508 -1.691
H -3.169 -2.406 0.033
H -3.841 -3.123 -1.367
H -4.631 -3.901 1.187
H -4.315 -5.214 0.068
H -2.411 -3.902 2.134
H -2.604 -5.580 1.963
H -0.683 -2.849 1.438
H 0.448 -3.361 0.428
H 0.814 -5.485 2.105
H -0.507 -4.697 3.000
H 1.649 -4.104 4.020
H 0.906 -2.681 3.376
H 2.207 -3.366 2.466
C 8.008 -4.616 -1.699
C 8.249 -3.159 -1.509
C 7.000 -2.234 -1.685
C 5.703 -2.866 -1.170
N 4.463 -1.888 -1.174
C 3.172 -2.655 -0.827
C 2.181 -2.418 -1.936
C 2.669 -1.221 -2.588
C 4.180 -1.357 -2.623
C 4.728 -0.716 -0.203
C 4.901 -1.106 1.254
C 5.096 0.088 2.168
H 8.953 -5.158 -1.703
H 7.529 -4.839 -2.653
H 7.435 -5.133 -0.930
H 8.995 -2.909 -2.262
H 8.622 -2.923 -0.512
H 6.884 -2.173 -2.767
H 7.223 -1.188 -1.473
H 5.837 -3.223 -0.149
H 5.344 -3.652 -1.834
H 2.813 -2.131 0.059
H 3.445 -3.682 -0.583
H 1.245 -2.149 -1.446
H 2.093 -3.348 -2.498
H 2.466 -0.287 -2.064
H 2.254 -1.154 -3.593
H 4.748 -0.461 -2.872
H 4.433 -2.209 -3.255
H 3.838 -0.090 -0.270
H 5.451 -0.104 -0.744
H 5.799 -1.718 1.349
H 4.076 -1.748 1.561
H 6.014 0.602 1.882
H 5.361 -0.238 3.174
H 4.227 0.742 2.239
C 3.714 8.269 -0.629
O 2.609 7.334 -0.434
O 3.109 9.482 -1.048
C 4.847 8.082 0.432
F 5.637 7.095 0.099
F 5.614 9.147 0.754
F 4.398 7.741 1.607
C 2.745 5.878 -0.517
C 1.485 5.371 0.159
H 0.611 5.967 -0.101
H 1.285 4.349 -0.165
H 1.532 5.479 1.243
H 3.581 5.375 -0.031
H 2.784 5.541 -1.553
H 4.063 7.963 -1.615
C -1.093 0.798 -5.849
O -0.375 1.839 -5.082
O -2.249 1.480 -6.260
C -0.136 0.237 -6.948
F 1.082 -0.145 -6.401
F -0.743 -0.815 -7.518
F 0.169 1.052 -8.020
C 0.561 1.488 -4.141
C 0.887 2.802 -3.369
H 1.656 2.691 -2.604
H 1.355 3.616 -3.922
H -0.023 3.185 -2.907
H 1.537 1.222 -4.546
H 0.170 0.731 -3.461
H -1.289 0.070 -5.061
*
```